C14H20BrIO4Ru | ωB97M-V/def2-TZVPD

Structure (XYZ):
```
41
C14H20BrIO4Ru | the Open Molecules 2025 dataset | ωB97M-V/def2-TZVPD
Ru 0.838 -0.477 0.424
C 0.758 0.012 -2.986
C 0.637 1.372 -2.324
O -0.102 1.281 -1.109
C -1.520 1.219 -1.256
C -2.103 0.895 0.105
O -1.710 -0.403 0.544
C -2.453 -1.490 0.009
C -1.590 -2.722 0.195
O -0.304 -2.513 -0.381
C -0.219 -2.748 -1.784
C 1.137 -2.257 -2.249
O 1.293 -0.864 -2.003
H 1.437 0.079 -3.840
H -0.215 -0.345 -3.336
H 0.182 2.094 -3.004
H 1.628 1.721 -2.035
H -1.798 0.452 -1.986
H -1.898 2.183 -1.606
H -3.190 0.991 0.089
H -1.689 1.588 0.837
H -2.674 -1.326 -1.050
H -3.401 -1.599 0.541
H -2.071 -3.601 -0.237
H -1.416 -2.893 1.257
H -1.020 -2.220 -2.313
H -0.312 -3.817 -1.988
H 1.277 -2.485 -3.307
H 1.918 -2.752 -1.672
Br 2.861 3.551 5.288
C 1.936 2.563 3.960
C 1.353 1.349 4.300
C 0.679 0.627 3.326
C 0.626 1.125 2.032
C 1.171 2.357 1.702
C 1.846 3.081 2.677
H 1.428 0.973 5.311
H 0.215 -0.317 3.589
H 1.077 2.761 0.700
H 2.289 4.039 2.443
I 3.103 -1.486 1.137
```

Results
- Charge: +1
- E_tot: -103747.5622 eV
- Lowest unoccupied orbital energy (alpha / beta): -2.240 / -5.212 eV
- Orbital gap (alpha / beta): 8.6 / 6.0 eV
- 2S+1: 6
- HOMO level (alpha / beta): -10.865 / -11.191 eV


C14H20BrNNaO5P | ωB97M-V/def2-TZVPD

Structure (XYZ):
```
43
C14H20BrNNaO5P | the Open Molecules 2025 dataset | ωB97M-V/def2-TZVPD
O -2.190 4.949 0.392
N -2.732 3.890 0.660
O -2.179 3.439 1.758
C -2.813 2.177 2.205
P -1.335 0.979 2.620
O -0.511 1.832 1.331
C 0.101 0.860 0.462
C 1.256 1.618 -0.275
C 0.799 2.855 -1.141
C 0.084 2.456 -2.498
Br -1.829 1.992 -2.303
C 0.469 -0.353 1.432
C 1.919 -0.982 1.387
C 1.969 -2.490 0.990
O 2.519 -3.258 1.757
C 1.419 -3.091 -0.327
C 0.278 -2.611 -1.084
C -0.187 -3.287 -2.306
C 0.517 -4.472 -2.763
C 1.690 -4.968 -2.048
C 2.119 -4.279 -0.850
O 0.019 -0.126 2.780
H -3.491 2.377 3.075
H -3.394 1.806 1.314
H -0.846 1.797 3.700
H -2.100 0.326 3.683
H -2.050 0.051 1.763
H -0.775 0.480 -0.126
H 1.825 0.849 -0.870
H 1.949 1.996 0.530
H 1.747 3.381 -1.460
H 0.222 3.602 -0.544
H 0.174 3.343 -3.180
H 0.637 1.611 -2.985
H -0.176 -1.240 1.147
H 2.332 -0.901 2.431
H 2.647 -0.441 0.728
H -0.285 -1.713 -0.756
H -1.086 -2.913 -2.847
H 0.126 -4.982 -3.670
H 2.248 -5.863 -2.404
H 3.010 -4.662 -0.306
Na -4.097 3.966 -1.402
```

Results
- E_tot: -110310.6112 eV
- Lowest unoccupied orbital energy: -1.972 eV
- Orbital gap: 5.0 eV
- 2S+1: 1
- HOMO level: -7.004 eV


C14H20Cl3F5NO2S3 | ωB97M-V/def2-TZVPD

Structure (XYZ):
```
48
C14H20Cl3F5NO2S3 | the Open Molecules 2025 dataset | ωB97M-V/def2-TZVPD
C 2.945 -2.532 3.246
C 1.769 -2.794 2.113
S 1.626 -1.234 1.026
C -0.087 -0.535 1.508
C -0.822 0.240 0.221
C -2.406 0.528 0.616
Cl -2.674 0.632 2.486
C -3.450 -0.636 0.108
C -3.807 -0.598 -1.492
C 0.090 1.644 0.199
S -0.323 3.033 1.368
O -0.147 2.726 2.873
O -1.720 3.674 1.190
C 0.925 4.430 0.986
F 0.867 5.451 2.096
F 0.536 5.193 -0.256
C 2.476 3.907 0.911
F 2.799 3.664 -0.530
F 2.653 2.710 1.775
F 3.411 4.953 1.399
S -0.558 2.348 -1.456
C -0.467 0.627 -2.189
N -0.597 -0.323 -1.167
C -0.473 -1.713 -1.728
Cl -0.929 -3.104 -0.609
C 1.043 -2.019 -2.334
C 1.114 -1.901 -3.982
Cl 1.514 -3.771 -1.840
H 3.978 -2.884 2.792
H 2.711 -3.107 4.253
H 2.993 -1.389 3.509
H 1.971 -3.769 1.461
H 0.748 -2.960 2.700
H 0.124 0.176 2.412
H -0.755 -1.435 1.893
H -2.817 1.549 0.155
H -3.125 -1.705 0.510
H -4.478 -0.409 0.672
H -3.398 -1.624 -1.945
H -3.271 0.251 -2.094
H -4.985 -0.639 -1.680
H 1.249 1.453 0.000
H -0.316 0.473 -3.340
H -1.198 -1.767 -2.672
H 1.797 -1.219 -1.882
H 2.105 -2.413 -4.405
H 0.179 -2.410 -4.517
H 1.178 -0.773 -4.357
```

Results
- Charge: +1
- E_tot: -104069.3995 eV
- Lowest unoccupied orbital energy: -5.838 eV
- Orbital gap: 6.2 eV
- 2S+1: 1
- HOMO level: -12.065 eV


C14H20ClF6N4NaO4S3Si | ωB97M-V/def2-TZVPD

Structure (XYZ):
```
54
C14H20ClF6N4NaO4S3Si | the Open Molecules 2025 dataset | ωB97M-V/def2-TZVPD
Na 1.004 0.490 0.326
F 3.724 0.817 -3.048
C 4.543 0.643 -2.017
F 4.941 -0.632 -2.021
F 5.617 1.406 -2.175
S 3.689 0.988 -0.377
O 3.379 -0.313 0.139
O 4.588 1.840 0.343
N 2.314 1.708 -0.785
S 2.375 3.230 -1.266
O 3.536 3.547 -2.047
O 1.083 3.598 -1.764
C 2.564 4.245 0.299
F 3.795 4.718 0.427
F 2.246 3.542 1.375
F 1.732 5.293 0.223
C -0.419 -1.583 5.896
Si 0.021 0.196 5.480
C -1.277 1.292 6.295
C 1.636 0.591 6.361
C 0.137 0.453 3.713
C 0.228 0.589 2.489
H -0.483 -1.757 6.974
H 0.335 -2.259 5.482
H -1.378 -1.851 5.445
H -1.289 1.159 7.381
H -2.276 1.072 5.910
H -1.065 2.344 6.082
H 1.544 0.494 7.447
H 1.945 1.615 6.134
H 2.434 -0.075 6.022
N -1.423 3.666 0.107
H -0.924 3.544 -0.767
H -1.426 2.760 0.565
H -0.831 4.259 0.678
Cl -3.621 -1.761 -0.781
C -2.882 -0.277 -0.339
H -2.619 -0.216 0.710
H -3.326 0.593 -0.803
N -0.225 -7.023 1.373
C -0.024 -6.579 0.056
S 0.139 -7.764 -1.165
C 0.068 -5.177 -0.135
C 0.074 -4.249 0.950
C 0.142 -2.895 0.709
N 0.210 -2.343 -0.516
C 0.205 -3.216 -1.547
C 0.140 -4.581 -1.424
H -0.454 -8.003 1.405
H -0.812 -6.444 1.955
H 0.045 -4.592 1.976
H 0.136 -2.193 1.540
H 0.244 -2.769 -2.537
H 0.130 -5.216 -2.299
```

Results
- Charge: -2
- ΔE to the lowest compared entry with this formula, charge and spin: 25.4 kcal/mol
- E_tot: -102620.0396 eV
- Lowest unoccupied orbital energy (alpha / beta): 3.872 / 3.862 eV
- Orbital gap (alpha / beta): 6.4 / 4.0 eV
- 2S+1: 1
- HOMO level (alpha / beta): -2.479 / -0.170 eV


C14H20F4NO9 | ωB97M-V/def2-TZVPD

Structure (XYZ):
```
48
C14H20F4NO9 | the Open Molecules 2025 dataset | ωB97M-V/def2-TZVPD
N 0.247 -0.197 7.409
C 0.287 -1.729 7.330
C 1.070 -2.370 6.235
C 0.484 -2.166 4.847
C 1.098 -1.056 3.965
C 0.308 -0.728 2.723
F 0.494 -1.749 1.741
H 0.855 0.140 6.671
H -0.683 0.146 7.181
H 0.639 -2.062 8.312
H -0.765 -2.049 7.270
H 2.121 -2.039 6.274
H -0.594 -1.943 4.931
H 0.531 -3.083 4.233
H 2.106 -1.346 3.648
H 1.219 -0.135 4.543
H 0.600 0.204 2.236
H -0.767 -0.718 2.922
C 0.028 -3.368 -0.709
C 0.314 -4.843 -0.927
O 0.389 -4.952 -2.340
C 0.635 -3.726 -2.864
O 0.898 -3.515 -4.004
O 0.556 -2.781 -1.910
F -0.694 -5.633 -0.486
H -1.051 -3.212 -0.679
H 0.496 -2.925 0.162
H 1.250 -5.202 -0.498
C 0.814 0.131 -3.032
C 0.393 1.422 -3.708
O -0.342 2.079 -2.703
C 0.048 1.589 -1.479
O -0.260 2.075 -0.447
O 0.829 0.507 -1.652
F -0.426 1.205 -4.775
H 0.062 -0.640 -3.194
H 1.793 -0.238 -3.317
H 1.211 2.065 -4.039
C -1.602 4.316 -4.762
C -2.545 5.505 -4.821
O -1.668 6.591 -5.031
C -0.495 6.127 -5.546
O 0.374 6.815 -5.963
O -0.480 4.777 -5.520
F -3.211 5.688 -3.656
H -1.299 4.136 -3.730
H -1.989 3.405 -5.207
H -3.275 5.480 -5.633
```

Results
- Charge: -1
- E_tot: -45628.8614 eV
- Lowest unoccupied orbital energy: 1.827 eV
- Orbital gap: 3.0 eV
- 2S+1: 1
- HOMO level: -1.220 eV


C14H20F9NO3PbS | ωB97M-V/def2-TZVPD

Structure (XYZ):
```
49
C14H20F9NO3PbS | the Open Molecules 2025 dataset | ωB97M-V/def2-TZVPD
C 2.831 -1.488 -0.173
C 2.431 -0.279 0.686
C 1.781 0.910 -0.067
C 2.471 1.223 -1.402
O 1.659 1.992 -2.267
S 0.776 3.157 -1.546
O 1.664 3.761 -0.600
O 0.162 3.836 -2.622
C -0.397 2.107 -0.714
C -1.184 2.919 0.338
C -0.518 3.157 1.706
N -0.858 2.142 2.700
C 0.246 0.791 -0.198
C -0.150 -0.446 -1.035
C -1.623 -0.681 -1.384
C -2.511 -1.032 -0.190
F -1.908 -0.693 0.988
F -3.668 -0.358 -0.260
C -2.891 -2.526 -0.063
F -3.471 -2.893 -1.219
F -3.753 -2.666 0.937
C -1.746 -3.559 0.185
F -0.869 -3.469 -0.866
F -2.300 -4.759 0.169
C -0.884 -3.458 1.479
F -1.603 -3.181 2.536
F -0.231 -4.592 1.656
F 0.049 -2.478 1.327
H 3.519 -1.069 -0.972
H 3.396 -2.242 0.407
H 1.958 -1.953 -0.672
H 1.722 -0.678 1.424
H 3.323 0.041 1.235
H 1.985 1.768 0.585
H 3.447 1.706 -1.253
H 2.638 0.305 -2.012
H -1.078 1.884 -1.542
H -2.124 2.382 0.519
H -1.460 3.880 -0.115
H -0.875 4.130 2.056
H 0.568 3.268 1.587
H -0.095 1.513 2.918
H -1.161 2.549 3.575
H -0.118 0.633 0.823
H 0.174 -1.343 -0.488
H 0.400 -0.418 -1.991
H -2.082 0.176 -1.886
H -1.683 -1.507 -2.100
Pb 4.040 -2.461 -2.198
```

Results
- Charge: +2
- E_tot: -62994.3866 eV
- Lowest unoccupied orbital energy: -11.846 eV
- Orbital gap: 2.0 eV
- 2S+1: 1
- HOMO level: -13.892 eV


C14H20LiO10S | ωB97M-V/def2-TZVPD

Structure (XYZ):
```
46
C14H20LiO10S | the Open Molecules 2025 dataset | ωB97M-V/def2-TZVPD
Li 0.143 0.128 0.195
S 1.897 -1.014 -1.971
O 2.813 -1.161 -0.917
O 1.850 -2.209 -2.777
O 0.594 -0.698 -1.402
O 2.146 -0.008 -2.954
C 1.229 1.776 2.165
O 0.388 2.022 1.109
H 0.890 1.191 3.183
H 1.268 2.666 2.405
H 2.218 1.423 1.764
H 0.528 2.874 0.898
C -2.552 0.345 1.199
O -1.622 -0.711 0.820
H -1.901 0.749 1.805
H -3.672 0.181 1.814
H -2.799 0.944 0.375
H -1.966 -1.451 1.108
C -0.296 3.978 -2.453
C -1.432 4.660 -3.050
C -2.627 3.772 -3.362
C -2.570 2.503 -3.059
C -1.556 1.953 -2.484
C -0.286 2.667 -2.294
O 0.770 2.084 -1.607
O -3.644 4.322 -4.072
H 0.491 4.558 -2.402
H -1.260 5.836 -3.270
H -3.359 1.847 -2.976
H -1.418 0.933 -2.121
H 1.007 1.333 -2.044
H -3.866 5.156 -4.402
C 2.343 -3.575 1.433
C 1.922 -4.825 1.742
C 0.909 -4.985 2.644
C 0.124 -3.898 3.220
C 0.449 -2.629 2.699
C 1.550 -2.525 1.736
O 1.800 -1.320 1.367
O 0.630 -6.285 3.159
H 3.203 -3.600 0.669
H 2.530 -5.637 1.575
H -0.488 -4.001 3.985
H -0.014 -1.647 3.270
H 2.350 -0.980 0.606
H 1.280 -6.728 2.672
```

Results
- Charge: -1
- ΔE to the lowest compared entry with this formula, charge and spin: 101.6 kcal/mol
- E_tot: -46352.5422 eV
- Lowest unoccupied orbital energy: 2.050 eV
- Orbital gap: 5.7 eV
- 2S+1: 1
- HOMO level: -3.666 eV


C14H20N2O | ωB97M-V/def2-TZVPD

Structure (XYZ):
```
37
C14H20N2O | the Open Molecules 2025 dataset | ωB97M-V/def2-TZVPD
C -1.995 0.780 1.293
C 0.814 1.697 3.433
C -0.159 0.787 3.003
C -0.894 1.479 1.925
C -0.361 2.773 1.799
C 1.838 1.167 4.319
C 1.694 -0.168 4.595
C 0.638 -1.058 4.211
C -0.243 -0.561 3.326
N 0.713 2.901 2.751
H 2.648 1.881 4.593
H 2.520 -0.706 5.178
H 1.215 3.696 2.736
H 0.718 -1.984 4.582
H -0.610 3.587 1.139
H -0.976 -1.166 2.895
H -2.927 1.473 1.366
H -2.417 -0.112 1.866
H -1.635 0.503 0.196
C -1.029 -0.643 -2.388
C -0.971 0.438 -3.425
C 1.252 -0.899 -1.508
C -0.193 -2.140 -4.772
C 0.734 -2.067 -3.561
O 1.831 -2.423 -3.201
N 0.242 -1.319 -2.531
H -1.194 -0.068 -1.324
H -1.698 -1.397 -2.528
H -0.667 1.541 -3.273
H -1.977 0.568 -3.809
H 0.772 -0.277 -0.653
H 0.263 -2.584 -5.585
H -0.287 0.287 -4.276
H 1.762 -1.857 -0.988
H 2.107 -0.425 -1.990
H -1.017 -2.625 -4.359
H -0.512 -1.081 -5.036
```

Results
- Charge: -1
- ΔE to the lowest compared entry with this formula, charge and spin: 79.0 kcal/mol
- E_tot: -19865.2704 eV
- Lowest unoccupied orbital energy (alpha / beta): 3.227 / 3.187 eV
- Orbital gap (alpha / beta): 2.2 / 8.2 eV
- 2S+1: 2
- HOMO level (alpha / beta): 1.034 / -4.975 eV